Record 1
C21H58N3O21P6 | wB97M-V/def2-TZVPD

HOMO level: -12.050 eV
charge: +1
gap between HOMO and LUMO: 8.53 eV
energy: -125922.477 eV

```
109
Properties=species:S:1:pos:R:3:lowdin_charge:R:1
C 3.228 -4.754 1.306 -0.099
C 3.147 -3.162 1.099 -0.216
C 1.652 -2.845 0.732 -0.250
N 1.328 -1.385 0.626 0.025
C -0.098 -1.277 0.883 -0.248
C -1.012 -2.094 0.113 0.006
N -2.272 -1.735 0.655 -0.185
P -3.696 -2.499 -0.032 0.756
O -4.991 -1.888 0.388 -0.408
C -2.138 -0.822 1.651 0.004
N -0.765 -0.490 1.844 0.193
H 3.225 -4.968 2.404 0.075
H 2.261 -5.179 0.897 0.053
H 4.070 -5.222 0.742 0.080
H 3.494 -2.712 2.065 0.107
H 3.819 -2.824 0.256 0.113
H 1.005 -3.261 1.560 0.128
H 1.393 -3.437 -0.191 0.122
H 1.509 -1.096 -0.348 0.128
H -0.792 -2.822 -0.694 0.146
H -3.556 -2.369 -1.454 0.050
H -3.753 -3.903 0.233 0.048
H -3.026 -0.449 2.204 0.153
H -0.344 0.151 2.520 0.175
C 2.703 3.663 -3.411 -0.065
O 2.459 3.430 -2.021 -0.208
P 1.136 2.650 -1.627 0.393
O 1.044 1.267 -2.117 -0.234
O -0.044 3.595 -2.141 -0.212
C -0.029 4.984 -1.811 -0.076
O 1.106 2.804 -0.039 -0.221
C 0.023 2.177 0.630 -0.089
H 3.742 3.426 -3.631 0.099
H 2.057 3.054 -4.048 0.089
H 2.528 4.717 -3.626 0.093
H 0.142 5.558 -2.721 0.098
H 0.745 5.228 -1.085 0.065
H -1.001 5.256 -1.398 0.100
H -0.932 2.512 0.217 0.106
H 0.062 2.452 1.685 0.099
H 0.108 1.100 0.538 0.041
C -0.793 0.457 -9.198 -0.090
O -1.155 0.953 -7.911 -0.216
P -0.325 0.429 -6.659 0.360
O 1.099 0.776 -6.657 -0.220
O -0.612 -1.146 -6.630 -0.222
C -1.955 -1.609 -6.717 -0.104
O -1.167 0.998 -5.435 -0.212
C -0.663 0.713 -4.129 -0.111
H -0.756 1.289 -9.899 0.094
H 0.177 -0.044 -9.185 0.092
H -1.557 -0.249 -9.530 0.087
H -2.092 -2.116 -7.673 0.089
H -2.679 -0.796 -6.638 0.089
H -2.133 -2.321 -5.910 0.085
H -0.520 -0.363 -4.000 0.089
H -1.391 1.060 -3.397 0.089
H 0.273 1.230 -3.969 0.041
C -0.577 -7.927 -3.553 -0.088
O -1.003 -7.480 -2.266 -0.227
P -0.170 -7.974 -1.002 0.354
O 1.226 -7.530 -0.962 -0.221
O -0.356 -9.560 -1.008 -0.215
C -1.665 -10.111 -1.132 -0.093
O -1.073 -7.492 0.222 -0.232
C -0.577 -7.775 1.529 -0.091
H -0.576 -7.081 -4.238 0.092
H 0.423 -8.363 -3.523 0.094
H -1.284 -8.675 -3.916 0.090
H -1.748 -10.606 -2.100 0.091
H -2.443 -9.350 -1.053 0.088
H -1.810 -10.848 -0.343 0.095
H -0.365 -8.840 1.636 0.095
H -1.342 -7.496 2.253 0.090
H 0.326 -7.195 1.724 0.082
C -4.986 0.889 4.604 -0.091
O -4.466 2.007 5.316 -0.207
P -2.928 1.975 5.724 0.363
O -1.981 1.942 4.590 -0.257
O -2.816 0.721 6.708 -0.225
C -3.744 0.595 7.785 -0.088
O -2.806 3.228 6.690 -0.209
C -1.512 3.501 7.231 -0.080
H -5.592 1.250 3.774 0.098
H -4.192 0.247 4.215 0.064
H -5.619 0.308 5.276 0.094
H -4.393 -0.260 7.591 0.090
H -4.357 1.488 7.909 0.093
H -3.189 0.416 8.706 0.096
H -1.116 2.619 7.739 0.091
H -1.609 4.308 7.955 0.096
H -0.830 3.812 6.440 0.091
C 4.922 8.981 3.055 -0.089
O 3.719 8.379 2.581 -0.215
P 3.672 6.791 2.504 0.361
O 3.798 6.092 3.786 -0.219
O 4.808 6.415 1.443 -0.217
C 4.842 7.091 0.189 -0.097
O 2.309 6.533 1.718 -0.207
C 1.953 5.173 1.495 -0.105
H 4.667 9.761 3.770 0.094
H 5.580 8.256 3.537 0.092
H 5.443 9.434 2.211 0.088
H 5.731 7.723 0.155 0.090
H 3.958 7.711 0.030 0.089
H 4.904 6.349 -0.607 0.089
H 2.764 4.641 0.994 0.093
H 1.074 5.149 0.858 0.060
H 1.718 4.685 2.443 0.095
```

***

Record 2
C8H20F6NOP | wB97M-V/def2-TZVPD

HOMO level: -9.956 eV
charge: 0
gap between HOMO and LUMO: 8.27 eV
energy: -37752.506 eV

```
37
Properties=species:S:1:pos:R:3:lowdin_charge:R:1
C 3.924 -2.382 0.434 -0.125
O 3.890 -2.129 -0.970 -0.206
C 3.401 -0.827 -1.297 -0.225
C 2.317 -0.242 -0.329 -0.184
C 1.423 0.816 -1.087 -0.188
C 0.085 1.058 -0.277 -0.200
C -1.100 0.153 -0.778 -0.177
C -1.802 -0.611 0.393 -0.163
C -2.105 -2.116 0.094 -0.148
N -2.480 -2.368 -1.342 0.173
H 4.607 -3.250 0.572 0.093
H 2.918 -2.746 0.741 0.081
H 4.290 -1.535 1.043 0.095
H 4.231 -0.088 -1.373 0.128
H 2.935 -0.914 -2.306 0.115
H 2.844 0.340 0.458 0.121
H 1.614 -0.990 0.085 0.103
H 1.149 0.476 -2.110 0.097
H 1.910 1.805 -1.167 0.114
H -0.209 2.107 -0.470 0.105
H 0.238 0.976 0.813 0.102
H -1.863 0.829 -1.223 0.121
H -0.720 -0.493 -1.605 0.085
H -1.216 -0.595 1.337 0.130
H -2.773 -0.133 0.654 0.116
H -2.963 -2.463 0.708 0.136
H -1.203 -2.711 0.328 0.133
H -2.744 -3.357 -1.408 0.168
H -1.692 -2.246 -1.983 0.155
H -3.303 -1.837 -1.634 0.178
F -3.003 2.193 2.032 -0.223
P -2.230 3.646 1.960 0.325
F -2.732 4.995 2.742 -0.197
F -1.441 4.696 0.976 -0.201
F -3.512 3.929 0.975 -0.209
F -0.934 2.729 1.528 -0.226
F -1.752 3.286 3.487 -0.202
```

***

Record 3
C5H12O | wB97M-V/def2-TZVPD

HOMO level: -9.563 eV
ΔE to the lowest compared entry with this formula, charge and spin: 6.80 kcal per mole
charge: 0
gap between HOMO and LUMO: 10.45 eV
energy: -7427.016 eV

```
18
Properties=species:S:1:pos:R:3:lowdin_charge:R:1
C 0.203 -0.966 -2.611 -0.043
O -1.701 -0.321 -0.047 0.065
C -0.591 -0.228 0.433 -0.495
C 0.197 1.067 0.378 -0.205
C -0.163 1.918 1.605 -0.089
C 0.069 -1.388 1.153 -0.014
H 0.193 -1.986 -2.219 0.023
H 0.510 -0.977 -3.659 0.020
H -0.796 -0.536 -2.510 0.021
H -0.056 1.597 -0.543 0.114
H 1.271 0.855 0.368 0.110
H 0.915 -0.368 -2.034 0.013
H -1.166 2.337 1.487 0.081
H -0.165 1.307 2.516 0.075
H 0.551 2.737 1.748 0.074
H -0.690 -2.068 1.546 0.086
H 0.691 -1.934 0.431 0.084
H 0.728 -1.044 1.958 0.080
```

***

Record 4
C4H12S2 | wB97M-V/def2-TZVPD

HOMO level: -8.459 eV
ΔE to the lowest compared entry with this formula, charge and spin: 22.10 kcal per mole
charge: 0
gap between HOMO and LUMO: 9.27 eV
energy: -26012.160 eV

```
18
Properties=species:S:1:pos:R:3:lowdin_charge:R:1
C -3.702 0.126 -1.017 -0.165
C -2.373 0.785 -1.448 -0.580
S -0.853 -0.100 -0.884 0.745
H -3.460 -0.701 -0.372 0.041
H -4.384 0.735 -0.419 0.070
H -4.171 -0.261 -1.907 0.060
H -2.369 1.845 -1.229 0.058
H -2.343 0.745 -2.544 0.056
H -1.124 0.206 0.373 -0.130
C 1.298 1.143 1.535 -0.430
S 2.381 -0.358 1.415 0.732
C 1.977 -1.222 -0.127 -0.512
H 0.374 1.000 2.090 0.015
H 1.977 1.807 2.067 0.013
H 1.055 1.511 0.541 0.003
H 1.054 -1.738 -0.387 -0.023
H 2.728 -2.032 0.017 0.022
H 2.321 -0.657 -0.993 0.027
```

***

Record 5
C3H6N2O2 | wB97M-V/def2-TZVPD

HOMO level: -9.447 eV
ΔE to the lowest compared entry with this formula, charge and spin: 116.03 kcal per mole
charge: 0
gap between HOMO and LUMO: 9.53 eV
energy: -10279.766 eV

```
13
Properties=species:S:1:pos:R:3:lowdin_charge:R:1
N -2.357 -0.704 0.662 0.073
C -1.682 0.337 0.199 -0.620
O -1.905 1.515 -0.075 0.031
C -0.264 -0.100 -0.113 -0.138
O 0.654 0.491 0.679 -0.008
C 1.938 0.583 0.205 -0.251
N 2.287 0.058 -0.881 0.132
H -3.356 -0.513 0.833 0.102
H -1.288 -1.576 0.508 0.176
H 0.014 -0.114 -1.167 0.127
H -0.295 -1.573 0.179 0.170
H 2.528 1.151 0.925 0.140
H 3.267 0.229 -1.088 0.067
```

***

Record 6
C2H10NS2 | wB97M-V/def2-TZVPD

HOMO level: -13.138 eV
ΔE to the lowest compared entry with this formula, charge and spin: 16.23 kcal per mole
charge: +1
gap between HOMO and LUMO: 9.60 eV
energy: -25389.811 eV

```
15
Properties=species:S:1:pos:R:3:lowdin_charge:R:1
C 0.303 -1.900 -0.853 -0.049
N 1.340 -0.961 -0.397 0.074
H 0.769 -2.876 -1.029 0.111
H -0.398 -2.140 -0.068 0.097
H -0.243 -1.473 -1.699 0.099
H 1.595 -1.278 0.545 0.167
H 1.055 0.054 -0.269 -0.035
H 2.200 -0.964 -0.948 0.171
C -1.779 1.162 0.919 -0.396
S -0.546 1.443 -0.478 0.428
S 0.968 2.232 0.809 0.379
H -1.282 0.652 1.728 0.020
H -2.545 0.492 0.508 0.037
H -2.242 2.137 1.100 0.042
H 0.805 3.419 0.131 -0.146
```